1.
Computed, not measured: the molecule C6H12O, with ωB97M-V/def2-TZVPD.

Geometry as ORCA input:
```
! RIJCOSX wB97M-V def2-TZVPD def2/J DEFGRID3
* xyz 0 1
C 1.69181 1.25875 -0.30504
C 0.65839 0.23098 0.14908
C 1.19412 -1.19850 0.12969
C -0.70286 0.41901 -0.51438
C -1.67275 -0.68751 -0.83248
C -1.89934 0.12828 0.39137
O -1.61750 -0.45362 1.62575
H 1.24995 2.25883 -0.34498
H 2.50481 1.28492 0.42397
H 2.12423 1.03776 -1.28477
H 0.50870 0.46031 1.23520
H 2.12424 -1.24480 0.70447
H 1.39600 -1.56266 -0.88400
H 0.47656 -1.87414 0.60582
H -0.79481 1.31795 -1.12250
H -2.34786 -0.52642 -1.66873
H -1.35973 -1.71650 -0.68664
H -2.70702 0.86408 0.40846
H -0.82696 0.00329 1.96971
*
```

SMILES	CC(C)[C@H]1C[C@H]1O
E_tot	-311.0067	Eh
strongest force on any atom	0.66	eV Å⁻¹

Results of the Löwdin charge analysis, in e, for atoms 1 through 6:
1. C -0.075
2. C -0.409
3. C -0.069
4. C -0.196
5. C -0.061
6. C -0.330

2.
Computed, not measured: a structure of composition C3H20O8Pb at a distorted geometry, with ωB97M-V/def2-TZVPD.

Geometry as ORCA input:
```
! RIJCOSX wB97M-V def2-TZVPD def2/J DEFGRID3
* xyz 0 1
Pb 10.03700 15.92400 12.93800
O 7.86600 15.22600 12.83200
H 7.28700 15.32300 12.06300
C 13.35900 16.59100 14.17100
C 12.83300 17.51600 13.09500
C 14.05300 18.10800 12.42500
O 12.06100 16.79900 12.27300
H 12.64500 16.54600 14.95200
H 14.13100 17.02700 14.73100
H 13.76800 15.66800 13.74400
H 12.25800 18.24800 13.54400
H 14.69900 17.33800 12.07600
H 14.76900 18.67000 13.15600
H 13.99700 18.83300 11.64000
O 7.74400 15.07800 15.39000
H 7.10800 14.42500 15.70600
H 7.66100 14.97900 14.38300
O 9.70700 14.85100 10.65300
H 9.51800 15.44700 9.89800
H 9.14700 14.08800 10.58300
O 10.36600 15.19900 15.13900
H 9.43300 15.09700 15.36600
H 10.79100 15.60200 15.89300
O 9.32100 17.82200 11.52500
H 8.54600 18.00100 11.01800
H 10.07000 18.21500 11.04500
O 9.68900 17.98700 14.36800
H 9.54600 17.98500 15.34500
H 9.09500 18.69000 14.07400
O 11.12900 13.71800 12.83300
H 11.00000 13.10900 12.06300
H 11.68000 13.11200 13.41800
*
```

E_tot	-920.9881	Eh
strongest force on any atom	3.79	eV Å⁻¹

Results of the Löwdin charge analysis, in e, for atoms 1 through 6:
1. Pb 1.475
2. O -0.505
3. H -0.045
4. C -0.073
5. C -0.684
6. C -0.079

3.
Computed, not measured: a structure of composition BeF3H12O6 at a distorted geometry, with ωB97M-V/def2-TZVPD.

Geometry as ORCA input:
```
! RIJCOSX wB97M-V def2-TZVPD def2/J DEFGRID3
* xyz -1 1
Be 1.01318 1.43023 0.65277
F 2.40818 1.25923 1.24677
F 0.57418 0.16223 -0.14423
F -0.04482 1.87523 1.64477
O -1.80182 0.05623 -1.17923
H -0.86682 0.07323 -0.95223
H -1.92182 0.42323 -2.03023
O -1.08182 -2.58177 -1.43823
H -0.15482 -2.77677 -1.27023
H -1.31282 -1.74877 -1.08823
O 0.12518 -1.96977 1.65777
H 0.54118 -1.57777 0.90877
H -0.82082 -2.18977 1.56077
O -2.32582 0.92823 1.35977
H -1.39882 1.33423 1.52277
H -2.23482 0.55623 0.45977
O 2.51418 -1.62477 -0.58723
H 2.26018 -2.50777 -0.28823
H 1.81118 -0.96377 -0.45823
O 0.88718 2.87023 -0.46723
H 0.20318 3.47023 -0.78123
H 1.62718 3.50223 -0.32923
*
```

E_tot	-773.2935	Eh
strongest force on any atom	2.62	eV Å⁻¹

Results of the Löwdin charge analysis, in e, for atoms 1 through 6:
1. Be 0.024
2. F -0.319
3. F -0.276
4. F -0.275
5. O -0.045
6. H 0.006

4.
Computed, not measured: a structure of composition C19H16Br2N5ORhSTe at a distorted geometry, with ωB97M-V/def2-TZVPD.

Geometry as ORCA input:
```
! RIJCOSX wB97M-V def2-TZVPD def2/J DEFGRID3
* xyz 2 5
Rh -0.32465 0.99280 0.11860
Br 5.87698 -1.18113 0.47137
C 4.18496 -0.50933 0.41054
C 3.84175 0.71860 1.02619
C 2.49173 0.99788 1.10192
N 1.59235 0.33617 0.37652
C 1.92977 -0.72700 -0.34733
C 3.20659 -1.26870 -0.26333
C 0.89291 -1.25709 -1.26390
C 1.03713 -2.39137 -2.06267
C -0.05759 -2.89919 -2.70376
Br 0.30615 -4.36841 -3.88493
C -1.27270 -2.22366 -2.57481
C -1.29361 -1.05416 -1.87708
N -0.20344 -0.48831 -1.35027
H 4.64927 1.32095 1.42101
H 2.11720 1.86423 1.65070
H 3.48971 -2.20965 -0.76927
H 1.97274 -2.92167 -2.08194
H -2.15695 -2.64400 -3.04450
H -2.16486 -0.43976 -1.82602
C -2.27838 -2.56373 3.42558
N -2.22652 -1.13218 3.16438
C -3.07443 -0.25382 3.76887
C -2.89043 1.03107 3.50889
C -1.78621 1.43672 2.68959
N -1.28913 0.55906 1.86418
C -1.33154 -0.77722 2.14715
O -0.68723 -1.56754 1.43349
N -1.40247 2.70707 2.74387
H -2.26369 -2.87278 4.46129
H -1.42841 -2.97224 2.87373
H -3.18381 -2.98852 3.03381
H -3.72850 -0.70636 4.49722
H -3.41505 1.80876 4.08888
H -1.87634 3.32317 3.42685
H -0.92830 3.08261 1.95717
Te -0.95803 3.16077 -0.59736
C 0.06420 2.67611 -2.30585
C -0.52843 2.50509 -3.55508
C 0.41715 2.32216 -4.56621
C 1.70106 2.36884 -4.13122
S 1.82854 2.55608 -2.43313
H -1.62990 2.42762 -3.75037
H 0.15628 2.18277 -5.63782
H 2.62410 2.03932 -4.63498
*
```

E_tot	-7006.8276	Eh
strongest force on any atom	3.44	eV Å⁻¹

Results of the Löwdin charge analysis, in e, for atoms 1 through 6:
1. Rh 0.781
2. Br 0.929
3. C -0.691
4. C -0.045
5. C -0.100
6. N -0.064

5.
Computed, not measured: a structure of composition C4H6O2 at a distorted geometry, with ωB97M-V/def2-TZVPD.

Geometry as ORCA input:
```
! RIJCOSX wB97M-V def2-TZVPD def2/J DEFGRID3
* xyz 0 1
C 0.46486 -0.10698 -1.21948
O -0.12094 -1.28749 -0.71348
C -0.62145 -0.99001 0.58705
C -0.20639 0.43842 0.91546
O 1.13719 0.68050 1.01981
C 0.02818 1.02991 -0.40409
H 1.39946 0.06077 -0.64340
H 0.57116 -0.10627 -2.30331
H -1.71667 -1.02584 0.55328
H -0.23416 -1.71971 1.30395
H -0.82070 0.97156 1.63087
H 0.12662 2.06464 -0.70791
*
```

E_tot	-306.3545	Eh
strongest force on any atom	2.39	eV Å⁻¹

Results of the Löwdin charge analysis, in e, for atoms 1 through 6:
1. C -0.181
2. O -0.098
3. C -0.127
4. C -0.416
5. O -0.063
6. C 0.062

6.
Computed, not measured: a cluster of 2 separate species, C2H11N5 in total, with ωB97M-V/def2-TZVPD.

Geometry as ORCA input:
```
! RIJCOSX wB97M-V def2-TZVPD def2/J DEFGRID3
* xyz 0 1
N 0.26902 1.89174 1.45230
C -0.56762 1.70459 0.50441
N -1.73333 0.93874 0.58258
N -0.30678 2.20199 -0.75533
H -0.02813 1.36705 2.27091
H -2.10748 0.85996 1.51655
H -2.41596 1.15630 -0.12015
H -1.10893 2.41299 -1.32782
H 0.44634 2.87996 -0.78801
N -0.39656 -1.88037 -0.55906
C 1.00892 -1.82605 -0.95835
N 2.00531 -1.51398 0.04496
H -0.56682 -2.60380 0.12776
H -0.60909 -1.00979 -0.08788
H 1.25186 -2.79584 -1.39875
H 1.08688 -1.09876 -1.76263
H 1.86756 -0.57734 0.40099
H 1.90479 -2.10738 0.85751
*
```

SMILES	N=C(N)N.NCN
E_tot	-356.5881	Eh
strongest force on any atom	0.69	eV Å⁻¹

Results of the Löwdin charge analysis, in e, for atoms 1 through 6:
1. N 0.086
2. C -0.649
3. N 0.103
4. N 0.111
5. H 0.030
6. H 0.096